i:
This record from the Open Molecules 2025 dataset describes a 3-piece molecular cluster, CH5O4 overall. The level of theory is ωB97M-V/def2-TZVPD.

total charge: -1
orbital gap: 8.3 eV
HOMO level: -4.50 eV

Last column: natural (NBO) charge in e.
CARTESIAN COORDINATES (ANGSTROEM)
O (1.6150, -0.6729, -0.8475)  -0.8137
C (2.0560, 0.3868, -0.3482)  0.6345
O (1.4480, 1.3655, 0.1277)  -0.7879
H (3.1633, 0.5464, -0.4823)  -0.0100
H (-0.0445, -1.1878, -1.6446)  0.5142
H (-1.3383, -1.1997, -0.8603)  0.4577
O (-0.9277, -1.6052, -1.6281)  -0.9934
H (-2.5941, 0.9928, 1.4272)  0.4661
H (-1.2197, 0.7837, 2.0642)  0.4908
O (-2.1579, 0.5903, 2.1919)  -0.9584



ii:
This record from the Open Molecules 2025 dataset describes a 3-piece molecular cluster, CH5O4 overall. The level of theory is ωB97M-V/def2-TZVPD.

total charge: -1
orbital gap: 7.8 eV
HOMO level: -4.31 eV

Last column: natural (NBO) charge in e.
CARTESIAN COORDINATES (ANGSTROEM)
O (-2.7359, 0.5698, -1.3030)  -0.7710
C (-2.0577, -0.3005, -0.7295)  0.6382
O (-0.8245, -0.4610, -0.6966)  -0.8309
H (-2.6850, -1.0323, -0.2130)  -0.0050
H (2.5803, 0.4558, 3.8038)  0.4580
H (2.2249, -0.2708, 2.5875)  0.4810
O (2.7561, -0.3991, 3.3883)  -0.9391
H (0.8207, -0.0381, -0.8461)  0.5202
H (1.4886, 0.5381, -2.1209)  0.4540
O (1.5882, 0.4976, -1.1670)  -1.0055



Stability, lowest: ii



i:
This record from the Open Molecules 2025 dataset describes a 2-piece molecular cluster, C7H16O2 overall. The level of theory is ωB97M-V/def2-TZVPD.

total charge: 0
orbital gap: 11.1 eV
HOMO level: -10.49 eV

Last column: natural (NBO) charge in e.
CARTESIAN COORDINATES (ANGSTROEM)
C (3.3856, 0.4264, -0.7556)  -0.7274
C (2.2424, -0.1485, -1.5537)  0.8073
O (1.0705, 0.2259, -1.6016)  -0.5876
O (2.7047, -1.2596, -2.2060)  -0.7166
H (3.0175, 1.2716, -0.0767)  0.2386
H (3.7573, -0.3850, -0.1325)  0.2429
H (4.2227, 0.7898, -1.3041)  0.2465
H (1.9820, -1.9311, -2.5785)  0.5117
C (-3.3547, 2.1095, 1.3120)  -0.6064
C (-2.5191, 1.1816, 2.1401)  -0.3924
C (-1.8609, 0.2414, 1.0345)  -0.3890
C (-1.0108, -0.9882, 1.3664)  -0.4054
C (-0.4121, -1.7768, 0.1251)  -0.6448
H (-2.8615, 2.5239, 0.4293)  0.2074
H (-4.0878, 1.4751, 0.8700)  0.2027
H (-3.8499, 2.9308, 1.9380)  0.2053
H (-3.1016, 0.5928, 2.8580)  0.1958
H (-1.7096, 1.7267, 2.6465)  0.1941
H (-2.5825, 0.0098, 0.1996)  0.1883
H (-1.3215, 1.0927, 0.5190)  0.1961
H (-1.6410, -1.5954, 1.9824)  0.1953
H (-0.1768, -0.6392, 1.8736)  0.1941
H (0.0902, -1.0844, -0.6641)  0.2431
H (0.4851, -2.4974, 0.3130)  0.2007
H (-1.2462, -2.2840, -0.4249)  0.1997



ii:
This record from the Open Molecules 2025 dataset describes C7H16O2 as an isolated structure. The level of theory is ωB97M-V/def2-TZVPD.

total charge: 0
orbital gap: 9.7 eV
HOMO level: -8.90 eV

Last column: natural (NBO) charge in e.
CARTESIAN COORDINATES (ANGSTROEM)
C (1.3729, -0.4230, -0.2066)  0.0585
C (-0.7542, 1.2789, -0.5664)  -0.1363
C (2.3480, 0.5321, -0.8498)  -0.6550
C (1.3693, -0.5649, 1.1365)  -0.4625
C (0.9061, -1.5338, -1.1103)  -0.6571
O (-0.5535, 2.0143, 0.6131)  -0.7404
H (0.1093, 1.5349, 1.1397)  0.4742
H (0.0645, 1.3231, -1.2782)  0.1737
H (-1.4927, 1.8099, -1.1667)  0.1772
H (2.5398, 1.3956, -0.2137)  0.2202
H (1.9312, 0.1070, 1.7731)  0.1963
H (0.4354, -1.1392, -2.0097)  0.2154
H (3.2974, 0.0163, -1.0349)  0.2243
H (1.9959, 0.8832, -1.8165)  0.2065
H (1.0811, -1.4901, 1.6089)  0.2028
H (-0.8859, -0.0304, 1.8092)  0.2132
H (0.2071, -2.1960, -0.6050)  0.2153
H (1.7609, -2.1317, -1.4370)  0.2223
C (-2.0487, -0.0182, -0.0201)  0.1401
C (-1.6553, -0.6401, 1.2754)  -0.6681
O (-3.1627, 0.7837, 0.0638)  -0.7124
H (-2.9330, 1.5177, 0.6608)  0.4763
H (-2.1707, -0.6976, -0.8606)  0.1780
H (-2.5079, -0.6932, 1.9528)  0.2249
H (-1.2543, -1.6384, 1.1423)  0.2125



Stability, lowest: ii



i:
This record from the Open Molecules 2025 dataset describes an isolated ion of composition C5H11NO and charge -1. The level of theory is ωB97M-V/def2-TZVPD.

total charge: -1
orbital gap (spin up / spin down): 2.9 / 9.5 eV
HOMO level (spin up / spin down): 1.13 / -5.56 eV
2S+1: 2
expectation value of S²: 0.7503

Last column: Mulliken spin population.
CARTESIAN COORDINATES (ANGSTROEM)
C (-0.9174, -1.5310, -0.5772)  0.2997
C (-0.0867, -0.8864, 0.4510)  0.8558
N (0.3076, 0.4135, 0.3593)  -1.3566
C (0.1733, 1.3645, -0.7464)  1.8596
C (-1.1889, 1.2297, -1.6721)  1.0673
C (1.3635, 0.7728, 1.2490)  0.5762
O (0.3977, -1.6810, 1.3031)  -0.2876
H (-0.2002, -1.3897, -1.4349)  -0.0112
H (-0.9918, -2.6569, -0.4021)  -0.1686
H (-1.8573, -0.9768, -0.8448)  -0.0540
H (0.3462, 2.3701, -0.2812)  -0.4608
H (1.0443, 1.2052, -1.4675)  -0.2146
H (-1.4373, 2.2951, -2.0344)  -1.1978
H (-1.0359, 0.5390, -2.5284)  0.0829
H (-2.0713, 0.7579, -0.9051)  0.1362
H (1.7709, 1.6868, 0.9214)  -0.2175
H (2.0391, -0.0276, 1.5442)  0.0835
H (0.9957, 1.0521, 2.2669)  0.0075



ii:
This record from the Open Molecules 2025 dataset describes an isolated ion of composition C5H11NO and charge -1. The level of theory is ωB97M-V/def2-TZVPD.

total charge: -1
orbital gap (spin up / spin down): 2.7 / 9.5 eV
HOMO level (spin up / spin down): 1.15 / -5.77 eV
2S+1: 2
expectation value of S²: 0.7503

Last column: Mulliken spin population.
CARTESIAN COORDINATES (ANGSTROEM)
C (-0.5386, 1.6590, 1.6171)  0.2049
C (0.8306, 1.3849, 0.9540)  -0.0236
C (0.7415, 0.3553, -0.1922)  0.6857
C (0.2512, -0.9494, 0.3087)  0.6360
N (-0.4469, -1.6810, -0.5872)  -1.0898
C (-0.6632, -1.5550, -2.0767)  3.2739
O (0.4271, -1.4093, 1.4435)  -0.1547
H (-1.4138, 1.5447, 0.9772)  -0.0553
H (-0.5279, 2.6429, 2.0809)  -0.0905
H (-0.6670, 0.8625, 2.3530)  -0.0069
H (1.2658, 2.3122, 0.5706)  -0.1714
H (1.5324, 1.0580, 1.7160)  0.0064
H (1.7552, 0.3192, -0.6060)  -0.3163
H (0.1156, 0.6796, -1.0233)  -0.0055
H (-0.6750, -2.6411, -0.3525)  -0.1373
H (-1.3290, -0.7119, -2.2624)  -0.2287
H (-0.9608, -2.5557, -2.3864)  -1.4503
H (0.3027, -1.3149, -2.5344)  -0.0766



iii:
This record from the Open Molecules 2025 dataset describes an isolated ion of composition C5H11NO and charge -1. The level of theory is ωB97M-V/def2-TZVPD.

total charge: -1
orbital gap (spin up / spin down): 3.4 / 6.9 eV
HOMO level (spin up / spin down): 0.61 / -2.94 eV
2S+1: 2
expectation value of S²: 0.7542

Last column: Mulliken spin population.
CARTESIAN COORDINATES (ANGSTROEM)
C (-2.3424, 0.1812, 1.3017)  0.0611
C (-1.4773, -0.1524, 0.0941)  -0.0929
N (-0.1368, 0.3954, 0.1745)  0.1769
C (2.0496, 1.0295, -0.7126)  0.1242
C (0.8629, 0.0654, -0.8570)  0.1854
C (1.2648, -1.3893, -0.5607)  0.4812
O (0.9579, -2.4193, -1.2360)  0.2662
H (-1.6512, 0.5521, 2.0491)  -0.0047
H (-2.7847, -0.7507, 1.6293)  -0.0027
H (-3.2059, 0.8602, 1.2484)  -0.0163
H (-1.8835, 0.2478, -0.8808)  0.0014
H (-1.4072, -1.2466, -0.1044)  0.0627
H (0.2109, 0.2188, 1.1099)  -0.1895
H (1.7991, 2.0209, -0.3247)  0.0206
H (2.7285, 0.5879, 0.0669)  -0.0292
H (2.7535, 0.9163, -1.5394)  -0.1089
H (0.3976, 0.2868, -1.8494)  0.0292
H (1.8640, -1.4040, 0.3910)  0.0352



Stability, lowest: i



i:
This record from the Open Molecules 2025 dataset describes an isolated ion of composition H2N3O2S and charge -1. The level of theory is ωB97M-V/def2-TZVPD.

total charge: -1
orbital gap (spin up / spin down): 7.0 / 7.0 eV
HOMO level (spin up / spin down): -3.05 / -3.06 eV

Last column: natural (NBO) charge in e.
CARTESIAN COORDINATES (ANGSTROEM)
N (0.0743, 0.2004, -0.3184)  -0.6992
N (-1.0804, 0.8776, -0.0543)  0.2818
O (-1.1994, 2.1887, -0.2115)  -0.6211
N (-2.2192, 0.1977, -0.0567)  0.1192
O (-3.2521, 0.8197, 0.1710)  -0.4922
S (-2.2744, -1.4511, -0.0063)  -0.3322
H (0.6124, 0.5910, -1.0239)  0.3619
H (-0.3191, -0.8106, -0.3752)  0.3818



ii:
This record from the Open Molecules 2025 dataset describes an isolated ion of composition H2N3O2S and charge -1. The level of theory is ωB97M-V/def2-TZVPD.

total charge: -1
orbital gap (spin up / spin down): 7.2 / 7.2 eV
HOMO level (spin up / spin down): -3.23 / -3.24 eV

Last column: natural (NBO) charge in e.
CARTESIAN COORDINATES (ANGSTROEM)
N (-0.4937, 1.3230, 0.0748)  -0.6713
N (0.6183, 0.2142, -0.1546)  0.3270
O (1.7898, 0.5238, -0.4383)  -0.5120
N (0.1932, -0.9785, 0.0239)  0.0290
O (1.1330, -1.8994, -0.1531)  -0.5781
S (-1.3256, -1.2942, 0.2998)  -0.3103
H (-0.7807, 1.0471, 0.9647)  0.3576
H (-1.1342, 1.0640, -0.6171)  0.3579



Stability, lowest: ii



i:
This record from the Open Molecules 2025 dataset describes C40H40N2PPd as an isolated structure. The level of theory is ωB97M-V/def2-TZVPD.

total charge: +3
orbital gap (spin up / spin down): 5.7 / 3.5 eV
HOMO level (spin up / spin down): -14.92 / -16.39 eV
2S+1: 5
expectation value of S²: 6.0696

Last column: Mulliken spin population.
CARTESIAN COORDINATES (ANGSTROEM)
Pd (-1.2513, -0.7874, 0.4338)  1.3722
C (-1.3732, 5.8703, -2.3277)  -0.0004
C (-2.3337, 4.7213, -2.8093)  0.0177
C (-2.0673, 4.4266, -4.3102)  0.0004
C (-3.8228, 5.1070, -2.6281)  0.0010
C (-2.0514, 3.4807, -1.9593)  0.0064
C (-3.0953, 2.8878, -1.2196)  0.1771
C (-2.8918, 1.7532, -0.4469)  0.1510
N (-1.6962, 1.1166, -0.3762)  -0.0457
C (-0.6999, 1.6153, -1.1547)  0.1615
C (-0.8256, 2.8136, -1.8917)  0.0613
C (0.4305, 0.7101, -1.3822)  0.1923
C (1.6407, 1.0969, -2.0009)  0.0475
C (2.6759, 0.2109, -2.2603)  0.0145
C (2.4797, -1.0833, -1.7610)  0.1363
C (1.2671, -1.4453, -1.1858)  0.1790
N (0.2541, -0.5826, -0.9944)  0.0418
C (3.9547, 0.6078, -3.0010)  0.0141
C (4.5972, 1.8504, -2.3026)  -0.0027
C (3.6600, 0.9535, -4.4840)  -0.0019
C (4.9545, -0.5923, -2.9349)  0.0029
H (-1.7662, 6.8460, -2.6761)  0.0005
H (-0.3857, 5.7844, -2.7731)  -0.0008
H (-1.2662, 5.8845, -1.2301)  0.0000
H (-2.2601, 5.3295, -4.9023)  -0.0001
H (-2.7711, 3.6384, -4.6564)  -0.0003
H (-1.0151, 4.1169, -4.4675)  -0.0001
H (-4.0780, 6.0021, -3.1967)  -0.0005
H (-4.1285, 5.3189, -1.5813)  0.0007
H (-4.4517, 4.2787, -3.0158)  0.0007
H (-4.1082, 3.2507, -1.2712)  0.0082
H (-3.7328, 1.2697, 0.0925)  0.0059
H (0.1244, 3.2564, -2.3012)  0.0015
H (1.7657, 2.1245, -2.3521)  0.0105
H (3.2660, -1.8036, -1.8496)  0.0036
H (1.1200, -2.4775, -0.9068)  0.0192
H (3.9104, 2.6968, -2.2931)  -0.0009
H (5.5571, 2.1598, -2.7730)  0.0006
H (4.8098, 1.6532, -1.2305)  0.0006
H (2.9192, 1.7558, -4.4911)  0.0001
H (3.2307, 0.1092, -5.0585)  -0.0004
H (4.6082, 1.2716, -4.9651)  -0.0001
H (5.1554, -0.9514, -1.8769)  -0.0001
H (5.9003, -0.3026, -3.4656)  -0.0005
H (4.5508, -1.4524, -3.4952)  0.0005
C (-2.0125, -0.6630, 6.6853)  0.0056
C (-0.7378, -1.1364, 6.4742)  0.0055
C (-0.2490, -1.2847, 5.1798)  0.0165
C (-1.0303, -0.9370, 4.0751)  0.0124
C (-2.3078, -0.3668, 4.3022)  0.0443
C (-2.7650, -0.2003, 5.5888)  0.0155
P (-0.5180, -1.5589, 2.4961)  0.1862
C (1.2497, -1.3294, 2.5122)  -0.0445
C (2.0697, -2.3498, 1.9742)  0.0474
C (3.4485, -2.2360, 2.1297)  -0.0064
C (3.9981, -1.1082, 2.7444)  0.0274
C (3.2036, -0.1192, 3.2632)  -0.0137
C (1.8505, -0.1844, 3.0834)  0.0106
C (-1.0809, -3.2863, 2.3500)  0.1643
C (-1.3454, -4.0995, 3.4200)  -0.0339
C (-2.1088, -5.2943, 3.2085)  0.0895
C (-2.5901, -5.6896, 1.9974)  0.1123
C (-2.3295, -4.8514, 0.8546)  0.0257
C (-2.8031, -5.1970, -0.4425)  0.2353
C (-2.5295, -4.3682, -1.5033)  0.0755
C (-1.9427, -3.0910, -1.2656)  -0.0640
C (-1.4774, -2.7476, 0.0135)  0.5010
C (-1.6403, -3.6203, 1.0814)  0.0056
H (-2.4305, -0.6001, 7.6905)  0.0000
H (-0.1144, -1.4533, 7.2972)  0.0008
H (0.7550, -1.6593, 5.0058)  0.0012
H (-2.8313, 0.0558, 3.4397)  0.0077
H (-3.7042, 0.2623, 5.7343)  0.0004
H (1.6248, -3.2322, 1.4747)  0.0078
H (4.1181, -2.9710, 1.7012)  0.0005
H (5.0791, -0.9839, 2.7682)  0.0011
H (3.6390, 0.7054, 3.8157)  0.0000
H (1.2294, 0.6459, 3.3933)  -0.0062
H (-1.0363, -3.8173, 4.4193)  -0.0099
H (-2.2856, -5.9134, 4.0777)  0.0039
H (-3.2163, -6.5571, 1.8840)  0.0023
H (-3.3313, -6.1787, -0.5637)  -0.0071
H (-2.7974, -4.6297, -2.4917)  0.0064
H (-1.8104, -2.4446, -2.1357)  -0.0021



ii:
This record from the Open Molecules 2025 dataset describes C40H40N2PPd as an isolated structure. The level of theory is ωB97M-V/def2-TZVPD.

total charge: +3
orbital gap (spin up / spin down): 6.8 / 3.6 eV
HOMO level (spin up / spin down): -15.73 / -16.44 eV
2S+1: 5
expectation value of S²: 6.0509

Last column: Mulliken spin population.
CARTESIAN COORDINATES (ANGSTROEM)
Pd (0.0749, -0.8746, 0.5634)  1.2219
C (-1.6941, 5.6045, -2.0948)  -0.0002
C (-2.6599, 4.4196, -2.0130)  -0.0005
C (-3.3814, 4.4090, -3.4371)  0.0001
C (-3.8076, 4.7892, -0.9826)  0.0009
C (-2.1380, 3.0525, -1.6559)  -0.0028
C (-2.9640, 2.0860, -1.0054)  0.0056
C (-2.4523, 0.9729, -0.4124)  0.0180
N (-1.1319, 0.6475, -0.5531)  0.1291
C (-0.3740, 1.4453, -1.3225)  0.0559
C (-0.8591, 2.6439, -1.9070)  0.0243
C (0.8984, 0.9064, -1.6724)  0.0092
C (1.7717, 1.3466, -2.7306)  0.0216
C (2.9090, 0.6450, -3.0709)  0.0073
C (3.1052, -0.6100, -2.4166)  0.0029
C (2.2851, -0.9509, -1.3358)  0.0524
N (1.2408, -0.2132, -0.9703)  0.1173
C (3.8025, 1.1258, -4.1990)  0.0007
C (4.7809, 2.2403, -3.7485)  0.0022
C (2.8625, 1.4287, -5.3971)  0.0014
C (4.8586, 0.0582, -4.6600)  0.0005
H (-2.2841, 6.5282, -2.2112)  0.0000
H (-0.9526, 5.6042, -2.9315)  0.0002
H (-1.0286, 5.7042, -1.2335)  0.0002
H (-3.9227, 5.3363, -3.5935)  -0.0001
H (-3.9723, 3.4580, -3.5626)  -0.0001
H (-2.5867, 4.3403, -4.2032)  0.0001
H (-4.1596, 5.8032, -1.2012)  -0.0001
H (-3.4597, 4.6302, 0.0830)  0.0002
H (-4.6432, 4.1229, -1.1050)  0.0000
H (-4.0084, 2.2102, -0.7555)  0.0008
H (-3.0519, 0.2611, -0.0237)  -0.0044
H (-0.2322, 3.3315, -2.4994)  0.0043
H (1.5868, 2.3850, -3.1655)  0.0018
H (4.0616, -1.1462, -2.5325)  0.0009
H (2.4466, -1.8836, -0.7608)  0.0040
H (4.2936, 3.1543, -3.4331)  -0.0003
H (5.3823, 2.5396, -4.6234)  0.0001
H (5.4635, 1.9534, -2.9546)  0.0001
H (2.2978, 2.3922, -5.1611)  0.0000
H (2.1069, 0.6197, -5.6601)  0.0003
H (3.4094, 1.6143, -6.3364)  -0.0001
H (5.5923, -0.1438, -3.9034)  0.0000
H (5.3553, 0.3301, -5.6214)  0.0000
H (4.4257, -0.9755, -4.8774)  0.0000
C (-3.4557, -1.0241, 5.2711)  0.1794
C (-2.2609, -1.4501, 5.9169)  -0.0086
C (-1.1131, -1.5255, 5.1205)  0.0884
C (-1.1762, -1.2926, 3.7338)  0.2289
C (-2.3777, -1.0303, 3.0642)  -0.0345
C (-3.4583, -0.8041, 3.8698)  0.0883
P (0.1906, -1.7758, 2.6519)  0.2093
C (1.6800, -1.3568, 3.4385)  -0.0124
C (2.4979, -2.3359, 4.0391)  0.0174
C (3.6956, -1.9377, 4.6220)  0.0203
C (4.0611, -0.6140, 4.6132)  0.1029
C (3.2295, 0.3239, 3.9805)  -0.0021
C (2.0470, -0.0370, 3.3919)  0.0957
C (-0.2700, -3.5178, 2.4724)  0.1734
C (-0.5102, -4.4151, 3.5451)  0.0437
C (-1.4190, -5.5031, 3.4080)  0.0271
C (-1.9653, -5.7921, 2.1982)  0.1435
C (-1.7935, -4.8972, 1.1357)  -0.0111
C (-2.5129, -5.0621, -0.0818)  0.2143
C (-2.3276, -4.1670, -1.1474)  0.1625
C (-1.6056, -2.9419, -0.9053)  -0.0574
C (-0.9184, -2.7157, 0.2187)  0.4481
C (-1.0096, -3.6868, 1.2819)  0.2148
H (-4.2496, -1.0264, 5.9685)  -0.0004
H (-2.1330, -1.6378, 6.9277)  0.0008
H (-0.1220, -1.8813, 5.5351)  -0.0044
H (-2.4215, -0.8254, 2.0376)  -0.0073
H (-4.3715, -0.6540, 3.3300)  0.0037
H (2.0199, -3.3626, 4.2043)  -0.0019
H (4.4205, -2.5932, 5.0977)  0.0032
H (5.0049, -0.3200, 4.9519)  0.0009
H (3.6462, 1.3386, 3.8318)  0.0003
H (1.4336, 0.6772, 2.8044)  -0.0055
H (0.0855, -4.3225, 4.4230)  -0.0039
H (-1.6893, -5.9778, 4.3070)  0.0008
H (-2.6637, -6.6684, 2.0332)  -0.0008
H (-3.0314, -5.9924, -0.1790)  -0.0038
H (-2.8567, -4.2930, -2.0342)  0.0070
H (-1.5464, -2.2447, -1.7891)  0.0036



Stability, lowest: ii